[1]
ORCA calculation (the ωB97M-V functional and the def2-TZVPD basis) on an isolated molecule of C2H3IN2 at a distorted geometry.

CARTESIAN COORDINATES (ANGSTROEM)
C 1.0075 -0.4231 1.2482
C -0.2631 0.1730 -1.0015
N 1.8602 -0.8630 1.9040
N 0.1772 0.3997 0.6201
I -2.1922 -0.8219 -1.0940
H -0.3996 1.3014 -1.3959
H 0.4317 -0.3421 -1.5228
H -0.6218 0.5759 1.2420

Cartesian forces, eV/Å:
1.804 -0.016 0.579
-2.718 4.717 4.371
-0.785 -0.337 -0.573
-1.874 -0.180 -3.141
0.811 0.337 -0.047
0.326 -2.924 0.951
2.328 -1.699 -1.234
0.108 0.101 -0.905

Results
E_tot in eV: -13201.467
Orbital gap in eV: 9.5
Charge: 0
SMILES: N#CNCI

=====

[2]
ORCA calculation (the ωB97M-V functional and the def2-TZVPD basis) on an isolated molecule of C18H23FN6O4.

CARTESIAN COORDINATES (ANGSTROEM)
C 3.0383 2.5108 -1.0764
C 2.2932 1.9222 -2.2246
N 1.9015 2.5914 -3.2843
C 1.2686 1.6779 -4.0888
C 1.2697 0.4484 -3.5041
N 1.9399 0.6068 -2.3110
C 2.1159 -0.4302 -1.2998
C 2.7162 -1.6990 -1.8760
C 0.7508 -0.6943 -0.6419
O 0.1462 -1.7357 -0.8047
N 0.2786 0.3533 0.0728
C -1.0953 0.4639 0.5301
C -1.9901 1.2535 -0.4279
C -2.1872 0.5364 -1.7616
C -3.0427 1.3672 -2.7122
C -2.4485 2.7573 -2.8912
N -2.3299 3.3839 -1.5767
C -2.1638 4.7870 -1.5612
O -2.9276 5.5372 -1.0265
C -0.9412 5.3385 -2.2749
N 0.1600 5.4597 -1.5220
C 1.2159 5.9529 -2.1373
O 2.3287 6.0817 -1.3982
N 1.2986 6.3486 -3.4073
C 0.2150 6.2049 -4.1445
O 0.2456 6.5683 -5.4285
C -0.9588 5.6893 -3.6006
F -2.0681 5.5772 -4.3496
C -1.4504 2.6632 -0.6611
H 3.2352 3.5566 -1.2953
H 2.4740 2.4800 -0.1409
H 3.9923 2.0077 -0.9068
H 0.8470 1.9513 -5.0422
H 0.8656 -0.5017 -3.8077
H 2.7913 -0.0235 -0.5444
H 2.8638 -2.4331 -1.0858
H 2.0548 -2.1478 -2.6141
H 3.6759 -1.4783 -2.3428
H 0.8602 1.1701 0.1482
H -1.4809 -0.5475 0.6570
H -1.0933 0.9407 1.5132
H -2.9658 1.3643 0.0575
H -1.2104 0.3590 -2.2254
H -2.6294 -0.4479 -1.5934
H -3.1192 0.8748 -3.6839
H -4.0569 1.4681 -2.3171
H -1.4653 2.6729 -3.3828
H -3.0967 3.3713 -3.5150
H 3.0083 6.4350 -1.9861
H 1.1413 6.8864 -5.6079
H -1.4137 3.2111 0.2838
H -0.4291 2.6115 -1.0739

Cartesian forces, eV/Å:
0.068 0.013 0.031
-0.043 0.041 0.002
0.038 0.081 0.024
-0.103 -0.086 -0.012
0.017 0.011 -0.016
0.039 -0.009 -0.005
0.086 -0.057 0.066
0.024 0.010 -0.029
-0.126 -0.049 -0.067
0.015 0.033 -0.018
0.063 0.018 0.103
-0.094 0.003 0.062
-0.012 0.007 -0.022
0.046 -0.044 -0.009
-0.006 -0.001 -0.011
0.200 -0.041 -0.022
-0.402 -0.068 0.333
-0.075 0.151 -0.417
0.120 -0.053 0.140
0.066 0.013 -0.017
0.093 -0.072 -0.018
-0.072 -0.022 -0.055
-0.057 -0.052 -0.021
-0.044 -0.057 0.006
0.063 0.014 -0.023
-0.018 -0.027 0.098
-0.062 0.026 0.064
0.030 -0.023 0.013
0.035 -0.063 0.009
-0.039 0.009 -0.023
0.001 0.009 0.008
-0.010 -0.018 -0.001
0.009 0.036 0.005
0.009 0.008 -0.019
-0.023 0.046 -0.010
-0.009 0.015 0.017
-0.023 0.013 0.017
-0.010 0.010 0.005
-0.005 0.009 -0.082
0.015 0.005 -0.043
0.033 0.007 -0.011
-0.003 -0.033 0.002
-0.004 0.047 0.011
-0.026 0.014 0.003
0.031 0.018 -0.006
0.010 0.005 0.018
0.003 0.021 -0.048
0.014 0.027 -0.008
0.040 0.026 0.004
0.024 0.012 -0.027
0.047 0.016 -0.024
0.029 0.006 0.020

Results
E_tot in eV: -38888.815
Orbital gap in eV: 9.4
Charge: 0
SMILES: Cc1nccn1[C@H](C)C(=O)NC[C@@H]1CCCN(C(=O)c2nc(O)nc(O)c2F)C1

=====

[3]
ORCA calculation (the ωB97M-V functional and the def2-TZVPD basis) on a 4-piece molecular cluster, C5H14NO overall at a distorted geometry.

CARTESIAN COORDINATES (ANGSTROEM)
C 0.0608 1.5296 0.0533
C 0.1264 0.3041 -0.8213
C 1.6029 -0.1177 -1.1714
C 2.4803 -0.5118 -0.0955
C 2.0027 -0.7888 1.1659
N -3.0171 -0.5953 -0.9460
H 0.9291 1.4220 0.7547
H -0.7464 1.5250 0.7879
H 0.0943 2.5068 -0.4619
H -0.5413 0.3275 -1.6781
H -0.1682 -0.6577 -0.3348
H 1.6567 1.7499 1.2355
H 1.9078 0.0366 -2.2351
H 3.5728 -0.6672 -0.2705
H 0.8764 -0.8672 1.2370
H 2.5529 -1.3581 1.9501
H -2.9296 -1.4989 -0.4459
H -4.0319 -0.4774 -1.1139
H -2.4581 -0.5757 1.7036
H -2.5228 0.0326 -0.3367
O -1.8389 0.0222 1.3806

Cartesian forces, eV/Å:
-3.431 1.009 -2.100
2.483 -2.304 -0.199
-0.971 1.234 1.083
0.906 0.189 -1.124
-1.743 -1.768 -0.647
-0.687 -2.096 -0.695
2.764 0.144 2.540
-0.099 -0.371 0.199
0.479 -0.590 0.235
0.212 0.608 -0.302
-0.569 0.993 0.418
-0.909 -0.514 -0.715
0.161 -0.696 1.027
-1.078 0.240 -0.181
1.151 0.572 0.628
-0.048 1.126 -0.603
-0.123 0.648 -0.646
1.125 0.543 0.438
-1.951 -1.579 0.983
-0.648 0.767 0.559
2.977 1.844 -0.897

Results
E_tot in eV: -8931.873
Orbital gap in eV: 3.6
Charge: +1

=====

[4]
ORCA calculation (the ωB97M-V functional and the def2-TZVPD basis) on a 5-piece molecular cluster, C32H47IN4O7 overall at a distorted geometry.

CARTESIAN COORDINATES (ANGSTROEM)
C 3.1395 1.1964 0.2587
C 1.9848 2.1549 0.6351
C 0.6863 1.3910 0.9895
O -0.4517 2.0430 0.4731
C -1.6216 1.2477 0.5106
C -2.0859 0.7574 -0.8693
C -0.8741 0.1872 -1.6782
O -0.1413 1.2708 -2.2467
C 0.8007 0.7142 -3.1550
O -2.6048 1.7445 -1.7717
C -3.3224 1.0349 -2.7200
O -3.6119 1.4169 -3.7459
O -3.5792 -0.2214 -2.2036
C -3.3553 -0.1498 -0.7686
C -3.0910 -1.5437 -0.1616
C -2.6017 -2.6062 -1.1727
O -1.7845 -3.5818 -0.4511
C -0.4967 -3.1536 -0.2735
C 0.0333 -2.6575 1.0626
O 0.2514 -3.2110 -1.1823
C -4.6699 0.5481 -0.2619
I -6.3718 -0.2632 -1.3890
C -4.8737 0.4261 1.2929
C -6.3022 0.0433 1.7672
H 4.0911 1.7341 0.1297
H 3.2766 0.3997 1.0074
H 2.9582 0.6971 -0.7097
H 1.8439 2.8221 -0.2294
H 2.3261 2.7177 1.5166
H 0.8253 0.3522 0.6423
H 0.6475 1.3539 2.0995
H -1.4821 0.4239 1.2290
H -2.4298 1.8975 0.9000
H -1.1752 -0.4561 -2.5223
H -0.1871 -0.3766 -1.0212
H 0.3390 0.4981 -4.1363
H 1.6708 1.3765 -3.2509
H 1.1948 -0.2592 -2.7955
H -4.0578 -1.9054 0.2303
H -2.4435 -1.4309 0.7133
H -3.4235 -3.1724 -1.6192
H -1.9586 -2.2154 -1.9699
H 1.0380 -2.2432 0.9116
H 0.1391 -3.4605 1.8099
H -0.5704 -1.8689 1.5339
H -4.6896 1.6166 -0.5006
H -4.1439 -0.2283 1.7885
H -4.7138 1.4360 1.7102
H -6.3013 0.1465 2.8688
H -6.5587 -1.0006 1.5577
H -7.0578 0.7506 1.4082
N 1.2188 5.4793 1.4805
C 0.7006 6.4742 2.2645
C 1.7287 7.2994 2.6387
C 2.9146 6.7860 2.0526
C 2.5677 5.6657 1.3431
H 0.6900 4.7279 1.0690
H -0.3535 6.5072 2.4880
H 1.6397 8.1743 3.2621
H 3.9089 7.1925 2.1410
H 3.1621 4.9866 0.7552
N 1.9657 -6.9783 -0.4527
C 3.1375 -7.6832 -0.3798
C 4.1299 -6.9048 -0.9126
C 3.5327 -5.6798 -1.3181
C 2.1978 -5.7549 -1.0190
H 1.0711 -7.3091 -0.1383
H 3.1625 -8.6740 0.0422
H 5.1684 -7.1812 -1.0013
H 4.0279 -4.8379 -1.7763
H 1.3973 -5.0466 -1.1611
N 4.6332 -5.4676 -4.7513
C 4.6035 -6.3087 -5.8288
C 4.7240 -5.5480 -6.9623
C 4.8360 -4.1938 -6.5515
C 4.7790 -4.1778 -5.1824
H 4.5588 -5.7530 -3.7895
H 4.4982 -7.3726 -5.6964
H 4.7321 -5.9210 -7.9736
H 4.9461 -3.3306 -7.1877
H 4.8284 -3.3622 -4.4800
N -1.0749 5.3968 5.3504
C -1.2284 4.7778 6.5608
C -2.3713 5.2622 7.1408
C -2.9325 6.2075 6.2427
C -2.1116 6.2663 5.1474
H -0.3170 5.2382 4.7082
H -0.5126 4.0495 6.9039
H -2.7622 4.9706 8.1021
H -3.8356 6.7787 6.3843
H -2.1750 6.8510 4.2446

Cartesian forces, eV/Å:
-0.090 -0.211 -0.297
0.518 -0.407 -0.120
1.311 0.192 0.480
-0.016 -0.361 -0.059
-0.775 1.434 -0.136
0.480 -0.195 0.222
0.251 -0.082 0.158
0.208 -0.675 0.200
0.386 -0.510 -0.110
-0.417 0.239 0.063
1.849 -1.781 5.180
-1.484 1.616 -4.613
0.148 0.106 -0.533
0.179 -0.109 -1.218
-1.378 0.110 -0.619
0.935 -0.148 0.453
-0.474 0.507 0.899
-0.375 -0.016 0.991
-0.145 0.086 0.723
1.292 0.127 -1.847
0.367 -0.489 1.514
0.297 0.134 0.246
-0.890 0.606 -0.099
0.695 0.165 1.014
-0.303 -0.109 0.254
0.035 0.322 -0.137
-0.150 0.150 0.355
-0.287 -0.050 0.425
-0.273 0.169 -0.399
-0.482 0.254 -0.140
-0.293 -0.147 -0.370
-0.189 -0.018 -0.447
0.275 -0.291 0.009
-0.202 0.045 0.491
-0.346 -0.107 -0.181
0.137 0.323 0.263
-0.485 0.068 -0.094
-0.140 0.380 0.045
0.383 0.055 -0.024
0.073 -0.175 -0.400
0.161 0.240 0.162
-0.426 0.036 0.125
-0.310 -0.218 -0.191
-0.269 0.088 -0.373
-0.077 -0.339 -0.218
0.130 -0.428 -0.268
-0.151 0.049 -0.386
0.208 -0.344 -0.174
-0.021 -0.089 -0.363
-0.083 0.354 -0.223
0.158 -0.396 -0.170
0.052 -0.003 0.001
-0.100 -0.113 0.064
-0.058 0.033 0.063
0.062 -0.047 -0.041
-0.063 -0.055 0.000
0.024 0.043 -0.027
0.015 0.054 -0.053
-0.005 -0.021 -0.020
-0.028 -0.007 -0.011
0.005 0.041 0.013
0.154 0.050 0.015
-0.080 -0.090 0.004
0.061 -0.050 0.001
0.024 0.019 -0.032
-0.187 0.004 -0.014
0.048 0.019 -0.034
0.029 0.023 -0.024
-0.025 0.001 0.027
-0.035 0.041 0.088
0.158 -0.089 -0.069
0.080 0.006 -0.041
-0.026 -0.032 0.054
0.007 -0.078 -0.017
0.013 0.083 0.022
-0.028 -0.007 0.076
-0.083 -0.024 -0.060
-0.009 0.028 -0.023
0.001 0.007 0.028
-0.001 -0.021 0.019
-0.008 -0.004 -0.038
-0.044 -0.063 -0.008
0.064 -0.015 -0.023
0.025 -0.069 0.036
-0.043 0.042 -0.059
0.064 0.006 -0.055
-0.010 0.083 0.039
-0.021 0.031 0.020
0.014 0.008 -0.024
0.026 -0.011 -0.007
-0.019 0.017 0.046

Results
E_tot in eV: -62336.663
Orbital gap in eV: 8.2
Charge: 0
SMILES: CCCOC[C@]1(COC)OC(=O)O[C@]1(CCOC(C)=O)[C@@H](I)CC.c1cc[nH]c1.c1cc[nH]c1.c1cc[nH]c1.c1cc[nH]c1

=====

[5]
ORCA calculation (the ωB97M-V functional and the def2-TZVPD basis) on a 4-piece molecular cluster, C7H16O3 overall at a distorted geometry.

CARTESIAN COORDINATES (ANGSTROEM)
C 0.3158 0.2001 -2.4428
C -0.9615 0.4497 -2.2315
C 1.4499 0.8503 -1.6654
C 1.5774 0.2555 -0.3005
C 1.1724 0.9027 0.7899
C 1.2134 0.2048 2.0977
C 2.3279 -0.3224 2.5754
H 0.6349 -0.5122 -3.2177
H -1.8620 -0.0637 -2.5286
H -1.3121 1.2271 -1.5491
H 2.3306 0.6686 -2.2814
H 1.2762 1.9452 -1.5847
H 2.1024 -0.6934 -0.3260
H 0.5056 1.7598 0.6612
H 0.2648 -0.0458 2.5555
H 3.3641 -0.2340 2.2780
H 2.2299 -1.0298 3.4067
H -0.3278 -2.3062 -0.3881
H -0.4121 -2.1588 1.0646
O -0.3518 -2.8523 0.4095
H -2.6323 -2.4244 0.7379
H -3.6653 -1.3741 0.1211
O -2.8061 -1.5067 0.5101
H -1.9141 2.7787 1.0336
H -2.3534 1.6679 0.1540
O -2.1669 2.6136 0.1208

Cartesian forces, eV/Å:
0.203 -0.387 -0.494
-1.125 0.586 1.106
-0.767 0.787 -0.823
0.765 0.732 -0.673
-0.991 -0.943 0.298
0.628 0.209 -1.071
-0.047 -1.266 1.507
-0.313 -0.003 0.489
0.382 -0.550 -1.098
0.823 0.044 0.099
0.341 0.254 0.347
0.127 -0.609 -0.113
-0.156 -0.143 0.700
0.487 0.098 0.051
-0.082 0.173 0.219
-0.236 0.501 -0.653
0.000 0.378 -0.020
-0.054 -0.269 -0.189
0.093 0.179 0.597
0.075 0.086 -0.376
-0.331 -0.115 -0.344
-0.407 -0.501 -0.027
0.646 0.767 0.290
0.042 0.351 0.087
-0.096 -0.069 -0.200
-0.008 -0.291 0.291

Results
E_tot in eV: -13658.463
Orbital gap in eV: 9.7
Charge: 0
SMILES: C=C/C=C/CC=C.O.O.O

=====

[6]
ORCA calculation (the ωB97M-V functional and the def2-TZVPD basis) on C32H40ClMgN5O3P as an isolated structure.

CARTESIAN COORDINATES (ANGSTROEM)
Mg 0.4779 -1.0088 1.2245
Cl -4.8966 2.5612 3.9477
C -3.6234 1.4343 3.5952
C -3.8772 0.0601 3.6692
C -2.8852 -0.8441 3.3963
C -1.5855 -0.4436 2.9925
O -0.7000 -1.3346 2.7068
C -1.3475 0.9695 2.9354
C -0.0347 1.4924 2.6786
N 0.8512 0.8067 2.0510
C 2.2165 1.1000 2.0409
C 2.7825 2.3427 1.9709
C 4.1844 2.4951 2.0185
C 4.9988 1.4096 2.1652
C 4.4424 0.1077 2.2376
C 5.2231 -1.0548 2.4401
C 4.6126 -2.2717 2.5072
C 3.2163 -2.3376 2.3211
N 2.4587 -1.2902 2.1251
C 3.0507 -0.0561 2.1273
C -2.3707 1.8779 3.2683
H -4.8642 -0.2781 3.9531
H -3.0683 -1.9067 3.4781
H 0.2085 2.4774 3.0887
H 2.1503 3.2176 1.8885
H 4.6076 3.4874 1.9588
H 6.0704 1.5273 2.2370
H 6.2951 -0.9612 2.5543
H 5.1719 -3.1776 2.6840
H 2.7166 -3.3002 2.3222
H -2.1660 2.9407 3.2441
C 4.2932 0.4172 -2.8580
N 3.5743 -0.3323 -1.8451
C 4.3957 -1.3195 -1.1665
P 1.9333 -0.5617 -1.8575
O 1.4997 -0.8564 -0.4597
N 1.4632 -1.7940 -2.8577
C 2.2338 -2.0429 -4.0683
C 0.8255 -2.9854 -2.3204
N 1.2797 0.8228 -2.4535
C 0.7385 0.9963 -3.7891
C 1.5852 2.0602 -1.7501
H 5.0509 1.0445 -2.3843
H 3.6161 1.0611 -3.4123
H 4.7970 -0.2480 -3.5656
H 5.2232 -0.8224 -0.6572
H 4.8118 -2.0462 -1.8724
H 3.8053 -1.8427 -0.4189
H 2.6646 -1.1205 -4.4517
H 1.5774 -2.4475 -4.8413
H 3.0435 -2.7595 -3.8947
H 0.1886 -2.7189 -1.4795
H 1.5618 -3.7295 -1.9974
H 0.2022 -3.4333 -3.0967
H 0.3814 0.0462 -4.1753
H 1.4745 1.4174 -4.4829
H -0.1091 1.6833 -3.7399
H 1.8130 1.8466 -0.7049
H 0.7147 2.7161 -1.7871
H 2.4350 2.5896 -2.1931
C -6.9106 2.0574 -0.9335
C -5.7272 1.1782 -0.6654
C -4.4357 1.6206 -0.9186
C -3.3259 0.8322 -0.6582
C -1.9691 1.3926 -0.9422
C -3.5253 -0.4605 -0.1292
C -2.4185 -1.3391 0.1833
O -1.2209 -1.0677 0.0828
C -4.8363 -0.9265 0.1376
C -5.1149 -2.2780 0.7366
C -5.9072 -0.0969 -0.1358
H -6.6305 2.9426 -1.5007
H -7.3572 2.3845 0.0066
H -7.6781 1.5169 -1.4871
H -4.2894 2.6132 -1.3247
H -2.0673 2.3984 -1.3483
H -1.4158 0.7696 -1.6448
H -1.3715 1.4394 -0.0318
H -2.6838 -2.3315 0.5690
H -4.6097 -2.4047 1.6938
H -4.8017 -3.0901 0.0809
H -6.1829 -2.3898 0.9084
H -6.9107 -0.4436 0.0740

Cartesian forces, eV/Å:
0.036 -0.385 -0.270
-0.012 0.015 -0.014
0.060 0.059 -0.028
-0.003 0.011 0.002
0.013 0.020 0.032
-0.123 0.086 0.029
-0.092 -0.218 0.213
-0.153 0.081 0.038
-0.008 0.064 0.024
-0.073 0.231 -0.046
0.201 0.106 0.017
0.007 0.028 0.021
0.013 -0.053 0.003
-0.090 -0.028 0.002
0.057 0.032 0.004
-0.047 -0.006 0.003
-0.041 0.056 0.003
0.045 -0.180 -0.021
0.129 0.155 0.072
0.122 0.088 0.018
-0.082 -0.057 -0.015
-0.046 -0.019 0.019
0.006 -0.055 0.027
0.029 -0.041 0.051
-0.016 0.019 -0.018
0.025 0.039 0.003
0.072 0.004 0.005
0.041 0.005 -0.002
0.015 -0.044 -0.002
0.018 -0.016 0.010
0.004 0.039 0.013
0.000 0.071 -0.041
-0.296 -0.080 -0.102
0.073 -0.035 0.101
-0.053 0.080 -0.126
-0.056 -0.190 0.093
0.268 0.212 0.095
-0.022 -0.001 -0.073
-0.190 -0.030 0.084
0.179 -0.123 -0.012
-0.087 -0.021 -0.030
0.031 0.023 0.117
0.022 0.012 0.001
-0.023 0.040 -0.039
0.008 -0.009 -0.031
0.033 0.003 0.002
0.017 -0.025 0.011
-0.004 -0.039 0.042
0.022 0.043 -0.022
0.020 0.004 0.008
0.009 0.001 -0.008
0.021 -0.043 -0.045
-0.018 -0.011 0.003
0.005 -0.003 0.022
0.011 -0.026 -0.031
-0.001 0.005 -0.010
0.005 -0.012 -0.012
0.010 0.041 -0.042
-0.038 0.014 0.023
-0.006 0.023 0.000
-0.012 0.018 -0.011
0.003 0.008 -0.001
0.016 -0.042 0.029
-0.130 -0.011 0.040
0.108 0.082 -0.035
0.002 -0.071 -0.040
-0.073 0.013 0.204
-0.113 0.011 -0.320
0.013 0.091 -0.014
-0.032 -0.049 -0.002
0.102 -0.009 0.019
-0.002 0.007 -0.005
-0.008 0.007 0.025
-0.014 -0.004 -0.008
0.010 0.043 -0.022
0.018 0.015 -0.031
0.055 -0.003 -0.009
0.052 0.020 0.037
-0.010 0.003 -0.034
0.005 -0.010 0.025
0.026 -0.040 -0.026
-0.011 -0.016 0.001
-0.050 -0.025 0.007

Results
E_tot in eV: -74684.325
Orbital gap in eV: 7.0
Charge: +1

=====

What HOMO level values result from the calculations? In sequence: -9.8, -8.8, -11.7, -8.1, -9.2, -9.9 eV.